Below is C39H36AuN3O3P2S2 as an isolated structure at a distorted geometry, with properties calculated with wB97M-V/def2-TZVPD.

Geometry (Å):
Au: 0.076490 -0.724557 -2.126353
S: 2.995683 -0.096356 -0.716091
P: 1.649237 -0.516946 0.667957
C: 0.061586 -0.838435 0.105153
P: -1.559120 -0.392356 0.565587
S: -2.889637 -0.308991 -0.888265
C: -2.044621 0.854164 1.845166
C: -1.317502 0.981410 3.020325
C: -1.674409 1.917499 3.980210
C: -2.776696 2.733027 3.775815
C: -3.522537 2.597553 2.612436
C: -3.158176 1.663947 1.653065
C: -1.948972 -1.946199 1.519511
C: -2.150570 -2.083785 2.889057
C: -2.276603 -3.346445 3.463534
C: -2.232546 -4.483737 2.677986
C: -2.069696 -4.355958 1.300940
C: -1.920401 -3.105058 0.731336
C: 1.885394 0.713265 2.020198
C: 1.833168 0.417246 3.380611
C: 1.985573 1.421970 4.325732
C: 2.180240 2.736694 3.928781
C: 2.233396 3.040245 2.574618
C: 2.089398 2.035331 1.632661
C: 2.209416 -2.072417 1.480800
C: 3.340833 -2.091619 2.296518
C: 3.736007 -3.265552 2.919709
C: 3.014879 -4.435841 2.716761
C: 1.939301 -4.437446 1.839386
C: 1.545233 -3.263141 1.213035
H: -0.463945 0.346813 3.181648
H: -1.086466 2.000441 4.887671
H: -3.054751 3.465402 4.525979
H: -4.394506 3.222397 2.451010
H: -3.731007 1.549873 0.741899
H: -2.212185 -1.214027 3.528589
H: -2.414568 -3.433637 4.536523
H: -2.321637 -5.464465 3.132640
H: -2.052259 -5.239704 0.672471
H: -1.760055 -3.004818 -0.337081
H: 1.674157 -0.604220 3.706491
H: 1.954360 1.172918 5.381097
H: 2.281949 3.521111 4.670092
H: 2.407169 4.060724 2.251691
H: 2.160004 2.254800 0.575417
H: 3.907552 -1.178672 2.436776
H: 4.604416 -3.267065 3.570131
H: 3.297565 -5.342479 3.240738
H: 1.395015 -5.355554 1.650071
H: 0.714656 -3.249424 0.517782
C: -2.699341 3.996709 -2.221643
C: -1.427575 4.626519 -1.654303
C: -0.164562 3.908537 -2.154121
C: 1.104060 4.554594 -1.551105
C: 2.400225 3.962839 -2.108452
C: -0.080176 4.048949 -3.653947
O: -0.162694 5.120969 -4.231574
N: 0.141037 2.898788 -4.339721
C: 0.230226 1.599525 -3.804269
O: 0.453160 0.688787 -4.587125
N: 0.052523 1.428271 -2.469921
C: -0.206896 2.459610 -1.634968
O: -0.434898 2.323460 -0.449964
H: -3.580702 4.543626 -1.880584
H: -2.797709 2.958632 -1.895037
H: -2.687778 4.011440 -3.314206
H: -1.443068 4.552639 -0.565610
H: -1.369274 5.680652 -1.936277
H: 1.051655 4.409540 -0.469837
H: 1.075503 5.629531 -1.750305
H: 2.411044 2.873378 -2.025263
H: 3.267409 4.353273 -1.572823
H: 2.519028 4.217176 -3.163992
H: 0.225714 2.955587 -5.342659
N: -0.179760 -2.686224 -2.277821
C: -0.045925 -3.425980 -3.361030
C: -0.119395 -4.856490 -3.250108
C: -0.083166 -5.672244 -4.356535
C: 0.021231 -5.133885 -5.642240
C: 0.127645 -3.748263 -5.787060
C: 0.119983 -2.913958 -4.692705
H: -0.191282 -5.266483 -2.250052
H: -0.136214 -6.750258 -4.234696
H: 0.024240 -5.780522 -6.511827
H: 0.234374 -3.317208 -6.777882
H: 0.211568 -1.839453 -4.808143

Cartesian forces (eV/Å) of the 3 atoms listed first:
Au -0.017 -0.053 -0.357
S 0.251 0.185 -0.198
P 0.339 -0.752 -0.149

Calculated values
HOMO (spin up / spin down): -0.0198 / -0.0302 hartree
Net charge: -2
Gap between HOMO and LUMO (spin up / spin down): 4.46 / 4.91 eV